[1]
Computed, not measured: an isolated molecule of C15H14Cl3N3O, with the ωB97M-V functional and the def2-TZVPD basis.

As for the largest force on an atom: 0.55 eV Å⁻¹. The LUMO energy is 0.011 Ha. For the total energy, the calculation gives -59868.037 eV. The value obtained for the HOMO energy is -8.43 eV. The total charge is 0. The HOMO-LUMO gap comes out at 0.321 Ha.

Each line ends with the Löwdin charge.
Geometry (Å):
C1 2.673722 2.205432 0.833012  -0.047
C2 1.806656 2.103342 -0.385824  -0.276
C3 0.452626 1.831396 -0.241312  -0.020
C4 -0.378524 1.703180 -1.349280  -0.248
C5 0.169076 1.889752 -2.618726  -0.032
C6 1.511100 2.175475 -2.766082  -0.080
C7 2.334950 2.268923 -1.657652  -0.061
H1 3.386119 2.481907 -1.781201  0.106
H2 1.920351 2.318150 -3.755164  0.104
H3 -0.467140 1.811952 -3.488995  0.108
N1 -1.751819 1.460360 -1.247084  0.054
C8 -2.349016 0.468624 -0.385601  -0.472
N2 -1.428872 -0.443756 0.219239  0.087
C9 -1.366719 -1.752397 -0.168362  -0.435
O1 -2.087188 -2.210249 -1.026834  0.091
C10 -0.339509 -2.550460 0.550264  -0.110
C11 0.029561 -2.315873 1.872362  -0.014
C12 0.986718 -3.132694 2.450085  -0.052
C13 1.533736 -4.153695 1.685376  -0.141
N3 1.181618 -4.391089 0.433326  0.072
C14 0.268625 -3.616091 -0.115712  -0.074
H4 -0.003936 -3.837270 -1.138635  0.124
H5 2.281921 -4.819664 2.094338  0.106
H6 1.294142 -2.987027 3.473902  0.103
H7 -0.441819 -1.535257 2.453419  0.116
H8 -0.745251 -0.072459 0.858882  0.095
H9 -3.038187 -0.158711 -0.973976  0.145
C15 -3.220589 1.141108 0.712717  -1.516
Cl1 -4.385703 2.233079 -0.053301  0.610
Cl2 -2.256210 2.067836 1.868351  0.633
Cl3 -4.100784 -0.121860 1.605332  0.607
H10 -2.200067 1.502083 -2.151266  0.126
H11 0.048922 1.764602 0.756612  0.055
H12 2.168405 2.761406 1.620263  0.079
H13 2.900050 1.209816 1.216824  0.083
H14 3.613036 2.700132 0.600704  0.075

Atoms 1-3, force components in eV/Å:
0.0 -0.1 0.0
0.0 0.0 -0.1
0.0 0.0 -0.1


[2]
Computed, not measured: a structure of composition C15H14F6N4O5S5SbSc, with the ωB97M-V functional and the def2-TZVPD basis.

As for the largest force on an atom: 0.83 eV Å⁻¹. The LUMO energy (alpha / beta) is 0.056 / 0.056 Ha. For the total energy, the calculation gives -129704.170 eV. The value obtained for the HOMO energy (alpha / beta) is -3.60 / -4.82 eV. The total charge is -1. Its multiplicity is 2. Its expectation value of S² is 0.77. The HOMO-LUMO gap (alpha / beta) comes out at 0.188 / 0.233 Ha.

Each line ends with the Löwdin charge.
Geometry (Å):
Sc1 0.365165 0.486453 0.324905  0.793
F1 0.208261 5.166814 -2.027214  0.143
C1 0.173463 4.411010 -0.936980  -0.661
F2 -0.915880 3.636477 -0.980060  0.115
F3 0.047194 5.219065 0.130637  0.117
S1 1.708813 3.387712 -0.707792  0.580
O1 1.221077 2.506950 0.361529  -0.412
O2 2.667772 4.368414 -0.311688  -0.258
N1 2.070724 2.698685 -2.035381  -0.317
S2 1.508053 1.226187 -2.468635  0.393
O3 0.231359 0.839436 -1.750534  -0.539
O4 2.236338 0.403018 -3.420958  -0.447
C2 0.503017 1.992280 -3.873652  -0.651
F4 1.285356 2.579669 -4.790639  0.112
F5 -0.381805 2.928112 -3.459700  0.085
F6 -0.213026 1.042714 -4.497681  0.104
N2 1.586528 1.661009 4.210260  0.197
C3 0.900440 1.030613 3.241843  -0.509
O5 1.501833 0.493723 2.303601  -0.079
C4 -0.599284 0.981711 3.310031  -0.216
C5 -1.148935 1.232396 1.907855  -0.234
H1 2.574551 1.799866 4.073519  0.122
H2 1.104450 2.210137 4.897274  0.104
H3 -0.966005 1.643611 4.106019  0.100
H4 -0.836243 -0.042116 3.624199  0.118
H5 -1.214178 2.313068 1.727098  0.035
H6 -2.162467 0.831866 1.818082  0.027
S3 4.028648 -3.285764 -2.603111  -0.275
Sb1 2.090811 -2.279798 -2.086897  0.260
S4 2.737566 0.112045 -0.779689  0.249
S5 0.206977 -2.678512 -3.297505  -0.209
C6 1.490157 -3.594058 2.164375  -0.033
C7 0.360942 -4.379068 1.999846  -0.047
C8 -0.714093 -3.877040 1.291681  0.000
C9 -0.635084 -2.595260 0.760910  -0.201
N3 0.436363 -1.824000 0.970194  0.038
C10 1.478809 -2.314549 1.640584  -0.134
C11 -1.666355 -2.015502 -0.130359  -0.215
C12 -2.696476 -2.773560 -0.666166  -0.012
C13 -3.561094 -2.188113 -1.572110  -0.048
C14 -3.371245 -0.862526 -1.918196  -0.029
C15 -2.317464 -0.176794 -1.342517  -0.094
N4 -1.486716 -0.733124 -0.463107  0.048
H7 2.366884 -3.962538 2.676737  0.110
H8 0.324596 -5.382602 2.403497  0.110
H9 -1.595631 -4.482075 1.141472  0.106
H10 2.326212 -1.648283 1.733608  0.101
H11 -2.792631 -3.820501 -0.422197  0.106
H12 -4.355026 -2.769103 -2.022311  0.110
H13 -4.002077 -0.368431 -2.642571  0.111
H14 -2.110643 0.850277 -1.612104  0.119

Atoms 1-3, force components in eV/Å:
0.6 -0.5 0.1
0.1 0.0 0.0
0.0 0.0 0.1


[3]
Computed, not measured: a structure of composition C15H14FeNO3 at a distorted geometry, with the ωB97M-V functional and the def2-TZVPD basis.

As for the largest force on an atom: 9.20 eV Å⁻¹. The LUMO energy (alpha / beta) is -0.135 / -0.233 Ha. For the total energy, the calculation gives -57789.657 eV. The value obtained for the HOMO energy (alpha / beta) is -10.26 / -12.34 eV. The total charge is +1. Its multiplicity is 5. Its expectation value of S² is 6.06. The value obtained for the energy above the lowest of the compared OMol25 structures with the same formula, charge and spin is 0.000 eV. The HOMO-LUMO gap (alpha / beta) comes out at 0.242 / 0.220 Ha.

Each line ends with the Löwdin charge.
Geometry (Å):
O1 2.767371 -1.192916 -0.700950  0.182
C1 2.729555 -0.226394 -1.353809  -0.102
Fe1 2.671334 1.399106 -1.957120  0.343
C2 3.620161 2.107358 -0.667379  -0.076
O2 4.289512 2.405723 0.239346  0.212
C3 3.805074 1.360839 -3.252870  -0.080
O3 4.888028 1.154797 -3.656618  0.186
C4 -0.787570 1.558009 -0.377853  -0.056
C5 -0.481217 0.607564 -1.486892  -0.148
C6 0.601976 1.100475 -2.473674  -0.135
C7 1.023108 2.461010 -2.445319  -0.190
C8 1.080040 2.999275 -1.104000  -0.149
C9 0.072458 2.606923 -0.173852  -0.035
H1 -1.667465 1.480798 0.215239  0.077
H2 -0.141125 -0.378844 -1.094847  0.112
H3 -1.416727 0.380427 -2.022594  0.137
H4 0.599449 0.489823 -3.395661  0.136
H5 1.173401 3.072247 -3.352907  0.148
H6 1.648198 3.929017 -0.925112  0.125
H7 -0.017743 3.212002 0.721982  0.123
C10 -2.646448 -3.791761 3.037787  -0.039
C11 -2.067832 -2.596488 2.335998  -0.256
C12 -0.710012 -2.285214 2.391375  -0.006
C13 -0.233311 -1.165625 1.695127  -0.105
N1 -1.038478 -0.344570 1.016941  -0.011
C14 -2.341359 -0.634777 0.952939  -0.117
C15 -2.894474 -1.735285 1.611116  -0.006
H8 -3.718154 -3.884584 2.834682  0.082
H9 -2.170659 -4.724581 2.715859  0.091
H10 -2.517636 -3.724667 4.124385  0.093
H11 -0.006770 -2.893935 2.960377  0.122
H12 0.822701 -0.918441 1.701965  0.107
H13 -2.963887 0.047449 0.367085  0.116
H14 -3.971490 -1.874766 1.519251  0.119

Atoms 1-3, force components in eV/Å:
-0.2 3.1 -2.4
0.0 -6.6 3.9
-3.0 1.0 -0.9


[4]
Computed, not measured: a structure of composition C15H14LuN2O2S2 at a distorted geometry, with the ωB97M-V functional and the def2-TZVPD basis.

As for the largest force on an atom: 3.67 eV Å⁻¹. The LUMO energy is 0.057 Ha. For the total energy, the calculation gives -78149.328 eV. The value obtained for the HOMO energy is -2.64 eV. The total charge is -1. The HOMO-LUMO gap comes out at 0.154 Ha.

Each line ends with the Löwdin charge.
Geometry (Å):
C1 0.131166 -1.200216 -3.591524  -0.174
C2 -1.189917 -1.295248 -3.068130  -0.186
C3 -1.121264 -1.943885 -1.798513  -0.272
C4 0.256739 -2.257492 -1.529735  -0.291
C5 1.033365 -1.769821 -2.637698  -0.234
Lu1 0.246356 0.242741 -1.081167  1.379
C6 -0.895185 1.802621 -2.640917  -0.269
C7 0.473824 1.985458 -3.112219  -0.693
C8 0.794212 2.596052 -4.325807  -0.070
N1 1.467672 1.492296 -2.296962  -0.192
H1 -1.972532 -2.300642 -1.225889  0.078
H2 -2.098180 -0.977635 -3.573949  0.091
H3 0.608543 -2.946750 -0.764543  0.081
H4 2.091791 -1.958270 -2.805400  0.085
H5 0.400313 -0.819557 -4.575693  0.094
H6 -1.649358 1.665480 -3.416634  0.021
H7 2.414297 1.682177 -2.612520  0.033
H8 -1.212527 2.465357 -1.828261  -0.005
H9 0.009946 2.964061 -4.987885  0.003
H10 1.837551 2.655182 -4.636711  -0.003
O1 2.101143 2.087969 2.863585  -0.292
S1 1.853762 0.706061 2.522239  0.706
O2 2.972264 -0.189585 2.364754  -0.302
N2 0.774910 0.536173 1.124574  -0.234
C9 -0.505748 0.389639 1.522061  -0.819
S2 -1.791000 0.523549 0.418467  0.681
C10 -0.640727 0.005244 2.914803  -0.239
C11 -1.748319 -0.607545 3.513221  -0.016
C12 -1.626935 -1.009122 4.849689  -0.070
C13 -0.431730 -0.829548 5.578750  -0.068
C14 0.695179 -0.277223 4.941416  -0.038
C15 0.578704 0.065233 3.591840  -0.218
H11 -2.641638 -0.770415 2.890740  0.107
H12 -2.489110 -1.470757 5.323109  0.099
H13 -0.370570 -1.130172 6.629780  0.103
H14 1.643006 -0.111401 5.461119  0.120

Atoms 1-3, force components in eV/Å:
-0.1 -0.6 0.8
0.9 -0.5 0.5
0.5 -0.3 -0.6


[5]
Computed, not measured: an isolated molecule of C15H14N2O3S, with the ωB97M-V functional and the def2-TZVPD basis.

As for the largest force on an atom: 0.62 eV Å⁻¹. The LUMO energy is 0.021 Ha. For the total energy, the calculation gives -35740.607 eV. The value obtained for the HOMO energy is -8.55 eV. The total charge is 0. The value obtained for the energy above the lowest of the compared OMol25 structures with the same formula, charge and spin is 0.102 eV. The HOMO-LUMO gap comes out at 0.335 Ha.

Each line ends with the Löwdin charge.
Geometry (Å):
O1 -0.978464 1.396670 -1.673642  0.071
C1 -0.486234 2.009083 -0.743868  -0.533
N1 0.805616 1.830739 -0.377267  0.070
N2 1.488709 0.760239 -0.942650  0.085
C2 1.047439 -0.523054 -0.654422  -0.419
O2 0.452598 -0.766443 0.368486  0.115
C3 1.428006 -1.511747 -1.691218  -0.088
C4 2.057196 -2.691331 -1.303043  -0.019
C5 2.446045 -3.625051 -2.241082  -0.088
C6 2.189139 -3.390047 -3.584395  -0.077
C7 1.528557 -2.245974 -3.980355  -0.008
C8 1.126011 -1.293642 -3.043585  -0.266
O3 0.466820 -0.209408 -3.509520  0.056
H1 -0.051177 0.264288 -2.824622  0.069
H2 1.299709 -2.061218 -5.018067  0.118
H3 2.493126 -4.112484 -4.326951  0.105
H4 2.945209 -4.529934 -1.931535  0.100
H5 2.246540 -2.847102 -0.251720  0.120
H6 1.877509 0.944217 -1.860979  0.154
H7 1.133002 2.185567 0.515757  0.112
C9 -1.233390 3.085038 0.009243  -0.358
H8 -1.043287 4.043294 -0.479216  0.092
H9 -2.304794 2.885401 -0.022227  0.098
S1 -0.693716 3.326413 1.729781  0.960
C10 -1.319160 1.893102 2.578259  -0.512
C11 -1.817779 0.775192 1.931227  -0.094
C12 -2.267677 -0.296918 2.682788  -0.070
C13 -2.221412 -0.258605 4.064613  -0.087
C14 -1.719535 0.863082 4.705433  -0.087
C15 -1.268953 1.939306 3.966803  -0.124
H10 -0.874894 2.819399 4.452664  0.099
H11 -1.678574 0.901988 5.783765  0.104
H12 -2.572350 -1.100556 4.641843  0.101
H13 -2.646868 -1.169153 2.173329  0.110
H14 -1.852965 0.709650 0.856375  0.092

Atoms 1-3, force components in eV/Å:
-0.3 -0.1 -0.2
0.2 0.1 -0.1
0.5 -0.4 0.0


[6]
Computed, not measured: an isolated molecule of C15H14N4O2 at a distorted geometry, with the ωB97M-V functional and the def2-TZVPD basis.

As for the largest force on an atom: 3.33 eV Å⁻¹. The LUMO energy is 0.016 Ha. For the total energy, the calculation gives -25837.158 eV. The value obtained for the HOMO energy is -8.25 eV. The total charge is 0. The value obtained for the energy above the lowest of the compared OMol25 structures with the same formula, charge and spin is 0.702 eV. The HOMO-LUMO gap comes out at 0.319 Ha.

Each line ends with the Löwdin charge.
Geometry (Å):
O1 -0.536696 -2.018513 2.137150  0.048
O2 -2.580241 2.103339 0.720851  0.042
N1 0.505116 1.959321 -1.889847  0.094
C1 -0.256883 -1.566795 1.024367  -0.347
C2 -2.852637 1.154573 1.446556  -0.499
C3 1.295629 3.047439 -1.932721  -0.125
C4 0.188151 1.382343 -0.691336  -0.179
C5 1.829672 3.573380 -0.747370  -0.091
C6 0.685147 1.925703 0.531717  -0.003
C7 1.529124 3.061187 0.496446  -0.060
C8 2.473019 -3.800898 -0.351090  -0.081
C9 2.522593 -3.331232 -1.678186  -0.072
C10 1.547669 -3.219365 0.510881  -0.017
C11 1.637058 -2.349818 -2.115721  -0.013
C12 0.679828 -2.211783 0.110287  -0.095
C13 0.735718 -1.757571 -1.201633  -0.199
N2 -2.176412 -0.066120 1.373033  0.135
N3 -0.234262 -0.858039 -1.627905  0.090
N4 -0.992972 -0.441074 0.620934  0.032
C14 -4.019430 1.225083 2.392106  -0.002
C15 -0.763388 0.138814 -0.700904  -0.205
H1 1.536930 3.490289 -2.903544  0.106
H2 2.526140 4.393293 -0.813652  0.094
H3 0.397447 1.478726 1.466620  0.101
H4 1.876012 3.512684 1.442472  0.116
H5 3.101943 -4.557340 0.066581  0.092
H6 3.318567 -3.733024 -2.330037  0.112
H7 1.563462 -3.545268 1.557719  0.126
H8 1.701605 -2.021783 -3.134836  0.103
H9 -2.484203 -0.776384 2.069232  0.151
H10 -0.048846 -0.469657 -2.554715  0.134
H11 -4.979484 1.010883 1.858821  0.105
H12 -3.939337 0.491225 3.201551  0.080
H13 -4.081680 2.242169 2.728420  0.079
H14 -1.704359 0.534212 -1.082247  0.149

Atoms 1-3, force components in eV/Å:
0.5 -0.1 -0.6
0.1 -0.6 0.5
-0.5 -0.6 0.6


[7]
Computed, not measured: an isolated molecule of C15H14N4O5S2 at a distorted geometry, with the ωB97M-V functional and the def2-TZVPD basis.

As for the largest force on an atom: 3.01 eV Å⁻¹. The LUMO energy is 0.001 Ha. For the total energy, the calculation gives -53647.743 eV. The value obtained for the HOMO energy is -8.51 eV. The total charge is 0. The value obtained for the energy above the lowest of the compared OMol25 structures with the same formula, charge and spin is 4.140 eV. The HOMO-LUMO gap comes out at 0.313 Ha.

Each line ends with the Löwdin charge.
Geometry (Å):
O1 -1.370885 2.205568 3.275366  0.084
O2 -4.008642 -2.904758 0.145869  0.066
O3 -2.305128 2.744812 -1.116738  -0.292
O4 -2.553764 1.328508 -3.051881  -0.297
O5 3.963720 0.420066 -1.869018  -0.086
S1 0.613721 -1.041793 0.995585  1.035
C1 -1.312258 1.185317 2.635045  -0.535
C2 -3.421646 -1.854894 0.075964  -0.525
C3 0.959069 -2.767617 1.276404  -0.380
C4 0.508725 -3.228694 2.474678  -0.175
C5 -0.037202 -2.153810 3.299725  -0.118
C6 -2.900913 -1.058969 1.137679  0.050
C7 -0.103444 -0.949505 2.636041  -0.523
C8 -2.398631 0.119587 0.674478  -0.304
C9 1.710124 -0.256917 -2.155937  -0.025
C10 2.092803 2.053280 -1.526510  0.004
C11 0.337561 -0.074536 -2.157393  -0.101
C12 0.729026 2.234867 -1.516210  -0.044
C13 2.617221 0.776540 -1.860873  -0.228
C14 -0.159773 1.166725 -1.777742  -0.268
N1 -0.683972 0.155679 3.286412  0.101
N2 -1.809774 1.160548 1.355865  0.181
N3 -3.248436 -1.099529 -1.071371  0.136
N4 -2.582425 0.147535 -0.702797  -0.107
C15 4.908715 1.453505 -2.125333  -0.070
S2 -1.977403 1.442285 -1.708403  0.777
H1 1.497920 -3.378370 0.553195  0.068
H2 0.615581 -4.240512 2.823933  0.097
H3 -0.424532 -2.370469 4.314636  0.119
H4 -2.949409 -1.385431 2.165763  0.129
H5 2.087841 -1.263846 -2.388032  0.134
H6 2.761647 2.849831 -1.254101  0.109
H7 -0.341722 -0.848729 -2.453361  0.118
H8 0.348452 3.211861 -1.280780  0.115
H9 -0.608874 0.181685 4.305888  0.171
H10 -2.073624 2.066212 1.009622  0.132
H11 -3.978791 -1.182003 -1.806525  0.181
H12 5.909737 1.027189 -2.121594  0.095
H13 4.717525 1.868217 -3.099640  0.092
H14 4.871862 2.260564 -1.397904  0.082

Atoms 1-3, force components in eV/Å:
-0.7 1.5 0.0
-0.3 -0.8 -0.6
1.1 -2.3 0.6